{"formula": "C3H3N3O", "method": "the ωB97M-V functional and the def2-TZVPD basis", "smiles": "ON=C1N=CC=N1", "total_energy_ha": -355.5017, "mol_weight_g_mol": 97.08, "lumo_energy_ev": -1.21, "elements": ["O", "N", "C", "N", "C", "C", "N", "H", "H", "H"], "positions_angstrom": [[1.4685, 2.2179, -0.5447], [0.2542, 1.8439, -0.1423], [-0.0478, 0.5916, -0.1861], [0.6690, -0.5608, -0.6664], [-0.0362, -1.5812, -0.1840], [-1.2013, -1.1934, 0.5961], [-1.2305, 0.1218, 0.5710], [1.5266, 3.1013, -0.3375], [0.5651, -2.6164, -0.1602], [-1.9677, -1.9247, 1.0541]], "atomic_forces_ev_per_a": [[0.4, -3.8, -1.5], [-1.2, -1.0, 1.1], [-0.6, -2.0, 0.6], [-1.4, -0.6, 1.3], [4.4, -1.1, -0.6], [-0.4, 1.7, -0.4], [-0.4, -0.4, 0.0], [0.0, 3.3, 0.7], [-2.0, 2.2, -0.5], [1.3, 1.8, -0.6]], "mulliken_charge": [-0.269, -0.328, 0.502, -0.429, 0.014, 0.017, -0.480, 0.378, 0.291, 0.305]}